Record 1
C5H10N2O | the ωB97M-V functional and the def2-TZVPD basis

Last column: natural (NBO) charge in e.
Element x y z (Å)
C1 0.39132 0.47020 -0.50599  0.0505
C2 1.85354 0.50457 -0.65095  -0.3885
C3 1.34187 -0.45262 0.39181  -0.1086
C4 -0.75588 -1.12393 0.92590  -0.2802
C5 -0.71086 -0.65580 -0.55441  0.0717
H1 -1.19878 1.65384 0.37204  0.4031
H2 0.04336 2.47537 -0.72656  0.3915
H3 2.31026 1.32311 -0.22317  0.2325
H4 2.56824 0.09298 -1.38039  0.2412
H5 1.39133 -1.46490 0.01584  0.1735
H6 0.43313 0.52826 1.91124  0.3889
H7 -0.87773 -2.25102 1.07835  0.2075
H8 -1.80257 -0.75917 1.11839  0.2218
H9 -0.35473 -1.59464 -1.06532  0.1780
H10 -1.88970 0.51805 -1.73786  0.4865
N1 -0.14082 1.69380 0.01848  -0.8903
N2 0.47643 -0.49475 1.51182  -0.6397
O1 -1.96150 -0.17124 -0.96409  -0.7394

The calculated total energy comes out at -10369.1881 eV. As for the HOMO-LUMO gap: 7.75 eV. The value obtained for the HOMO energy is -7.1 eV. The value obtained for the energy above the lowest of the compared OMol25 structures with the same formula, charge and spin is 141.1 kcal/mol. The calculation puts the LUMO energy at 0.025 Eh. The net charge is 0.

---

Record 2
C5H10N2O | the ωB97M-V functional and the def2-TZVPD basis

Last column: natural (NBO) charge in e.
Element x y z (Å)
O1 -0.17901 -2.67258 -1.42615  -0.5218
C1 -0.51347 -1.49620 -1.52188  0.4272
C2 0.54247 -0.25645 -1.43449  -0.1173
C3 0.41617 0.62973 -0.19205  -0.4466
C4 -0.30192 -0.07444 0.91034  -0.3120
C5 -0.04996 0.52637 2.05728  0.0190
N1 -0.57198 0.22973 3.28869  -0.8119
N2 0.17219 0.46652 -2.63197  -0.8739
H1 -1.55933 -1.18875 -1.50520  0.1245
H2 1.61829 -0.60305 -1.53344  0.1797
H3 -0.43069 1.31131 -0.52064  0.2280
H4 1.37181 0.87609 0.13073  0.2318
H5 -0.80807 -0.99415 0.76644  0.2150
H6 0.50013 1.49573 2.19228  0.1750
H7 -0.20245 0.92649 3.91061  0.3596
H8 -0.60290 -0.61124 3.75866  0.3808
H9 0.18511 0.02090 -3.53068  0.3733
H10 0.41362 1.41399 -2.71852  0.3698

The calculated total energy comes out at -10372.1787 eV. As for the HOMO-LUMO gap: 9.05 eV. The value obtained for the HOMO energy is -8.1 eV. The value obtained for the energy above the lowest of the compared OMol25 structures with the same formula, charge and spin is 72.1 kcal/mol. The calculation puts the LUMO energy at 0.036 Eh. The net charge is 0.

---

Record 3
C5H10N2O | the ωB97M-V functional and the def2-TZVPD basis

Last column: natural (NBO) charge in e.
Element x y z (Å)
C1 -1.22432 -1.31249 -1.06057  -0.6973
C2 1.10704 -0.37846 1.69626  -0.6628
C3 0.07092 -0.80883 -1.64581  0.5756
C4 0.66691 0.24283 0.40796  0.2093
N1 -0.38528 2.25979 1.28032  -0.8093
C5 -0.03367 1.38207 0.25950  -0.0641
O1 1.07331 -0.41611 -0.74108  -0.5258
N2 0.28357 -0.88517 -2.87040  -0.6829
H1 1.21323 -0.60424 -3.16565  0.3536
H2 -1.20420 2.80162 1.08469  0.3747
H3 -0.42586 1.84748 2.20211  0.3695
H4 -0.18189 1.78518 -0.73000  0.2019
H5 -1.65879 -2.03304 -1.75151  0.2431
H6 -1.07628 -1.78415 -0.09486  0.2211
H7 -1.91981 -0.48174 -0.93962  0.2316
H8 0.46325 -0.10236 2.52974  0.2085
H9 2.12076 -0.04955 1.92510  0.2258
H10 1.11112 -1.46283 1.61384  0.2277

The calculated total energy comes out at -10373.9680 eV. As for the HOMO-LUMO gap: 8.78 eV. The value obtained for the HOMO energy is -8.0 eV. The value obtained for the energy above the lowest of the compared OMol25 structures with the same formula, charge and spin is 30.8 kcal/mol. The calculation puts the LUMO energy at 0.030 Eh. The net charge is 0.

---

Record 4
C5H10N2O | the ωB97M-V functional and the def2-TZVPD basis

Last column: natural (NBO) charge in e.
Element x y z (Å)
C1 1.85456 -0.23705 0.35165  -0.2363
C2 1.06846 0.95104 0.49180  -0.5576
C3 -0.31767 1.13372 -0.11297  0.6848
C4 -1.62126 -0.96314 0.62350  -0.2440
C5 -2.36347 -0.17178 -0.56369  -0.2535
H1 0.88915 -0.84163 -1.26100  0.3564
H2 2.22393 0.34748 -1.41972  0.3175
H3 1.31772 -1.14524 0.65732  0.1892
H4 2.98261 -0.15041 0.74181  0.2019
H5 1.03228 1.21212 1.58632  0.2340
H6 1.68139 1.75277 0.24285  0.2303
H7 -1.39985 -2.12555 0.45302  0.2139
H8 -1.72365 -0.67930 1.64833  0.2101
H9 -2.60145 -1.04060 -1.37766  0.2212
H10 -3.40453 0.51918 -0.22423  0.2466
N1 1.97562 -0.72151 -1.07072  -0.7988
N2 -0.91774 0.01483 -0.36448  -0.4829
O1 -0.67612 2.14505 -0.40213  -0.5326

The calculated total energy comes out at -10369.8631 eV. As for the HOMO-LUMO gap: 10.42 eV. The value obtained for the HOMO energy is -9.7 eV. The value obtained for the energy above the lowest of the compared OMol25 structures with the same formula, charge and spin is 125.5 kcal/mol. The calculation puts the LUMO energy at 0.026 Eh. The net charge is 0.

---

Record 5
C5H10N2O | the ωB97M-V functional and the def2-TZVPD basis

Last column: natural (NBO) charge in e.
Element x y z (Å)
C1 2.15487 -0.55560 -1.25692  -0.6795
C2 0.75833 -0.48609 -1.87883  -0.2605
C3 -0.45527 -0.12402 -1.41856  -0.0033
C4 -0.12805 -0.62752 1.19789  -0.4478
C5 -1.53254 1.03020 0.56480  0.7516
H1 2.49904 0.59711 -0.59663  0.2276
H2 2.29672 -1.46397 -0.29102  0.2309
H3 2.84025 -0.59655 -2.24834  0.2482
H4 0.68745 -0.78883 -3.03093  0.2104
H5 -1.32341 -0.19219 -2.22910  0.2438
H6 -0.06920 0.06558 2.30918  0.2507
H7 -0.94005 -1.52500 1.37548  0.1973
H8 1.14391 -0.96785 0.84944  0.2133
H9 -1.75250 0.34863 2.78224  0.4389
H10 -2.05463 2.07816 2.00824  0.4336
N1 -0.63111 0.14547 0.04403  -0.4990
N2 -1.66469 1.02314 1.88648  -0.8977
O1 -1.82911 2.03935 -0.06747  -0.6585

The calculated total energy comes out at -10368.5445 eV. As for the HOMO-LUMO gap: 9.23 eV. The value obtained for the HOMO energy is -8.6 eV. The value obtained for the energy above the lowest of the compared OMol25 structures with the same formula, charge and spin is 155.9 kcal/mol. The calculation puts the LUMO energy at 0.022 Eh. The net charge is 0.

---

Record 6
C5H10N2O | the ωB97M-V functional and the def2-TZVPD basis

Last column: natural (NBO) charge in e.
Element x y z (Å)
C1 1.31042 -0.94598 0.93244  -0.4222
C2 0.74856 1.74853 -0.02762  -0.6260
N1 -2.09843 -0.65703 -0.77233  -0.6506
N2 0.34704 -0.81521 -0.16454  -0.5058
C3 -1.38358 -1.18317 0.25235  0.7796
C4 -1.46424 0.59123 -0.39345  -0.3163
C5 -0.01544 0.60391 -0.66890  -0.0702
O1 -1.53937 -1.99048 1.12435  -0.6075
H1 -2.06186 -1.04986 -1.71321  0.3451
H2 0.61196 -1.45375 -0.92238  0.3847
H3 -2.03664 1.37492 0.07299  0.2135
H4 0.22895 0.56476 -1.74929  0.1670
H5 1.26405 -1.97020 1.29716  0.2300
H6 2.31169 -0.67132 0.59503  0.1993
H7 0.99756 -0.30676 1.75526  0.2183
H8 1.82475 1.66389 -0.17939  0.2111
H9 0.54159 1.81399 1.03973  0.2167
H10 0.41297 2.68250 -0.47821  0.2334

The calculated total energy comes out at -10371.5750 eV. As for the HOMO-LUMO gap: 7.74 eV. The value obtained for the HOMO energy is -7.0 eV. The value obtained for the energy above the lowest of the compared OMol25 structures with the same formula, charge and spin is 86.0 kcal/mol. The calculation puts the LUMO energy at 0.027 Eh. The net charge is 0.

---

Record 7
C5H10N2O | the ωB97M-V functional and the def2-TZVPD basis

Last column: natural (NBO) charge in e.
Element x y z (Å)
C1 1.25598 -0.39799 1.48610  -0.6026
C2 1.43290 -0.66286 0.00283  -0.4451
C3 0.32859 -0.20722 -0.87491  0.0965
C4 -0.20369 -0.64032 -2.06584  -0.1157
N1 -1.17136 0.27391 -2.41924  -0.5339
C5 -1.20089 1.20689 -1.40680  0.1666
N2 -0.24721 1.00479 -0.54831  -0.4712
H1 1.90005 -1.11427 2.00883  0.2059
H2 0.23548 -0.50215 1.81836  0.2203
H3 1.62376 0.54437 1.88531  0.2156
H4 2.45268 -0.36737 -0.34728  0.2195
H5 1.71576 -1.70265 -0.24258  0.2140
H6 0.23311 -1.39836 -2.70217  0.2200
H7 -2.01699 0.05140 -2.91435  0.4122
H8 -1.76835 2.11202 -1.55400  0.1940
H9 -1.48668 0.23626 1.90110  0.4794
H10 -1.63936 1.23691 3.09470  0.4732
O1 -1.44377 0.32663 2.87824  -0.9486

The calculated total energy comes out at -10374.2407 eV. As for the HOMO-LUMO gap: 9.50 eV. The value obtained for the HOMO energy is -8.7 eV. The value obtained for the energy above the lowest of the compared OMol25 structures with the same formula, charge and spin is 24.5 kcal/mol. The calculation puts the LUMO energy at 0.030 Eh. The net charge is 0.

---

Record 8
C5H10N2O | the ωB97M-V functional and the def2-TZVPD basis

Last column: natural (NBO) charge in e.
Element x y z (Å)
C1 -0.64223 -0.64340 0.54018  0.5976
C2 -0.12282 0.13155 -0.60002  -0.0250
N1 -0.16378 -0.42534 1.79748  -0.8340
N2 -1.42978 1.06015 -1.09884  -0.9063
C3 0.96509 1.11840 -0.31867  -0.1783
C4 0.19939 -1.13078 -1.20174  -0.6331
C5 2.23260 0.81868 -0.05803  -0.3936
O1 -1.82105 -1.29990 0.45315  -0.6772
H1 -2.20366 -1.47378 1.32201  0.4879
H2 0.60117 0.23238 1.88483  0.4204
H3 -0.39982 -1.03868 2.56091  0.3856
H4 -1.80873 1.67908 -0.37660  0.3442
H5 -2.16477 0.41675 -1.38930  0.3566
H6 0.64159 2.15224 -0.30456  0.2199
H7 1.13741 -1.19967 -1.74523  0.2077
H8 -0.55798 -1.78088 -1.61168  0.2185
H9 2.57179 -0.20656 0.01283  0.2056
H10 2.96559 1.58975 0.13326  0.2034

The calculated total energy comes out at -10370.8703 eV. As for the HOMO-LUMO gap: 7.24 eV. The value obtained for the HOMO energy is -6.8 eV. The value obtained for the energy above the lowest of the compared OMol25 structures with the same formula, charge and spin is 102.3 kcal/mol. The calculation puts the LUMO energy at 0.016 Eh. The net charge is 0.

---

Record 9
C5H10N2O | the ωB97M-V functional and the def2-TZVPD basis

Last column: natural (NBO) charge in e.
Element x y z (Å)
O1 -0.96904 3.27860 0.45275  -0.5410
C1 -0.40281 2.24835 0.16196  0.4459
C2 -0.71132 1.57582 -1.18388  -0.5162
C3 0.11963 0.34894 -1.59632  -0.4151
C4 -0.12792 -0.93083 -0.80471  -0.2368
N1 0.92866 -1.59068 2.62588  -0.8104
C5 0.71229 -1.77230 1.26232  0.2788
N2 0.15710 -0.84245 0.61113  -0.5051
H1 0.31844 1.78427 0.83254  0.1280
H2 -0.55468 2.42821 -1.85295  0.2372
H3 -1.78734 1.40721 -1.11415  0.2303
H4 -0.11406 0.19295 -2.66144  0.2183
H5 1.15226 0.68398 -1.74863  0.2099
H6 -1.21923 -1.08200 -0.79052  0.1955
H7 0.32120 -1.82264 -1.26306  0.1775
H8 0.68579 -2.38410 3.19674  0.3728
H9 0.46790 -0.76891 2.97870  0.3835
H10 1.02311 -2.75441 0.89363  0.1468

The calculated total energy comes out at -10374.0086 eV. As for the HOMO-LUMO gap: 10.26 eV. The value obtained for the HOMO energy is -9.3 eV. The value obtained for the energy above the lowest of the compared OMol25 structures with the same formula, charge and spin is 29.9 kcal/mol. The calculation puts the LUMO energy at 0.037 Eh. The net charge is 0.

---

Record 10
C5H10N2O | the ωB97M-V functional and the def2-TZVPD basis

Last column: natural (NBO) charge in e.
Element x y z (Å)
C1 -1.39203 -0.26450 0.25293  0.2562
C2 -1.63003 0.79069 1.25304  -0.7194
C3 -0.13817 -0.64193 -0.40063  0.0774
C4 1.12978 -0.03555 0.16842  0.3244
N1 -0.61149 0.13879 -1.62704  -0.7934
C5 2.12116 0.50133 -0.54367  -0.5494
O1 1.16226 -0.19057 1.52924  -0.6855
N2 -0.16318 -2.02881 -0.54887  -0.9093
H1 2.02687 0.07501 1.86481  0.4822
H2 -2.19859 -0.93219 -0.02590  0.2242
H3 -0.13596 0.96274 -1.98331  0.3899
H4 -0.98383 -0.49661 -2.32458  0.4051
H5 0.79015 -2.38855 -0.54034  0.3294
H6 -1.58717 0.31831 2.24332  0.2772
H7 -2.62513 1.22476 1.14476  0.2380
H8 -0.86663 1.56701 1.23380  0.2399
H9 2.05999 0.56832 -1.61878  0.2140
H10 3.04200 0.83175 -0.07718  0.1993

The calculated total energy comes out at -10370.3296 eV. As for the HOMO-LUMO gap (alpha / beta): 7.02 / 7.02 eV. The value obtained for the HOMO energy (alpha / beta) is -7.2 / -7.2 eV. The value obtained for the energy above the lowest of the compared OMol25 structures with the same formula, charge and spin is 114.7 kcal/mol. The calculation puts the LUMO energy (alpha / beta) at -0.005 / -0.005 Eh. The net charge is 0.

---

Record 11
C5H10N2O | the ωB97M-V functional and the def2-TZVPD basis

Last column: natural (NBO) charge in e.
Element x y z (Å)
C1 -1.71412 0.09930 -0.63562  0.1659
C2 -2.37053 -0.79268 0.36756  -0.7164
C3 2.01104 -0.46912 -0.91760  -0.7395
C4 0.97064 -0.67611 0.14493  0.6004
N1 1.00873 1.84343 0.75006  -0.8193
C5 0.22141 0.64635 0.60830  -0.0217
N2 -0.66336 0.79705 -0.50032  -0.4323
O1 0.72932 -1.72782 0.67860  -0.5505
H1 -2.24703 0.27084 -1.56570  0.1744
H2 1.84956 1.67138 1.28787  0.3595
H3 1.25514 2.21315 -0.16005  0.3695
H4 -0.27337 0.41847 1.56434  0.1824
H5 -1.76777 -1.68925 0.51906  0.2563
H6 -2.45018 -0.28634 1.33089  0.2318
H7 -3.36380 -1.08435 0.03861  0.2240
H8 2.86991 0.05107 -0.49454  0.2359
H9 2.34265 -1.42979 -1.30419  0.2361
H10 1.59178 0.14443 -1.71219  0.2436

The calculated total energy comes out at -10374.1002 eV. As for the HOMO-LUMO gap: 9.77 eV. The value obtained for the HOMO energy is -8.8 eV. The value obtained for the energy above the lowest of the compared OMol25 structures with the same formula, charge and spin is 27.8 kcal/mol. The calculation puts the LUMO energy at 0.035 Eh. The net charge is 0.

---

Record 12
C5H10N2O | the ωB97M-V functional and the def2-TZVPD basis

Last column: natural (NBO) charge in e.
Element x y z (Å)
C1 -0.35003 -0.38799 -0.24867  0.1144
C2 -0.35135 0.94851 0.55319  -0.1838
C3 1.85342 -1.34856 -0.29410  -0.2575
C4 -1.75317 -1.01170 -0.19018  -0.6239
N1 -0.87566 2.04392 -0.30686  -0.7967
O1 0.53737 -1.39870 0.24992  -0.5383
C5 0.96455 1.31362 1.12373  0.2660
N2 1.97752 1.66417 1.56741  -0.3272
H1 -0.12372 -0.19623 -1.30637  0.1749
H2 -1.04627 0.84670 1.39604  0.2351
H3 -0.16352 2.27860 -1.00289  0.3604
H4 -0.97867 2.88563 0.26176  0.3683
H5 2.26888 -2.35969 -0.27342  0.1929
H6 2.49551 -0.71918 0.32433  0.1893
H7 1.86513 -0.99229 -1.32875  0.1661
H8 -2.54566 -0.27338 -0.34470  0.2218
H9 -1.85614 -1.78810 -0.95598  0.2196
H10 -1.91811 -1.50528 0.77556  0.2187

The calculated total energy comes out at -10373.9120 eV. As for the HOMO-LUMO gap: 11.03 eV. The value obtained for the HOMO energy is -10.1 eV. The value obtained for the energy above the lowest of the compared OMol25 structures with the same formula, charge and spin is 32.1 kcal/mol. The calculation puts the LUMO energy at 0.033 Eh. The net charge is 0.